Record 1
C3H6N2 | ωB97M-V with the def2-TZVPD basis set

Its SMILES is [H]/N=C(\N)C=C. The value obtained for the gap between HOMO and LUMO is 9.908 eV. The energy relative to the best compared isomer or geometry (same formula, charge and spin) comes out at 101.06 kJ/mol.

CARTESIAN COORDINATES (ANGSTROEM)
C1 0.49005 0.18476 -0.13950
C2 -0.77896 -0.53481 -0.17435
C3 -1.90915 0.12783 0.08946
H1 1.59786 -1.60385 0.05066
H2 2.53116 -0.14159 0.04060
H3 1.42387 1.93389 0.02732
H4 -0.76914 -1.60356 -0.24320
H5 -2.86454 -0.46573 0.08296
H6 -1.78317 1.20976 0.24256
N1 1.58677 -0.59614 0.09855
N2 0.47524 1.48942 -0.07505


Record 2
C3H6N2 | ωB97M-V with the def2-TZVPD basis set

Its SMILES is C=C/C=N\N. The value obtained for the gap between HOMO and LUMO is 9.010 eV. The energy relative to the best compared isomer or geometry (same formula, charge and spin) comes out at 317.51 kJ/mol.

CARTESIAN COORDINATES (ANGSTROEM)
C1 -0.35975 1.19888 -0.10254
C2 0.96196 0.68154 -0.12697
C3 1.31576 -0.69038 -0.05456
H1 -2.54132 -0.97525 0.26849
H2 -0.64036 -1.18574 0.12918
H3 -0.55205 2.32005 0.07146
H4 1.85923 1.30102 0.00497
H5 2.39745 -0.92315 0.22968
H6 0.77543 -1.63229 -0.24853
N1 -1.68750 -0.73772 -0.15559
N2 -1.52887 0.64304 -0.01560


Record 3
C3H6N2 | ωB97M-V with the def2-TZVPD basis set

Its SMILES is C[C@@H](N)C#N. The value obtained for the gap between HOMO and LUMO is 9.793 eV. The energy relative to the best compared isomer or geometry (same formula, charge and spin) comes out at 217.29 kJ/mol.

CARTESIAN COORDINATES (ANGSTROEM)
C1 -0.10819 1.27232 -0.29191
C2 0.14883 -0.19009 -0.05323
N1 0.01221 -0.58065 1.31300
C3 -0.74079 -1.03411 -0.93772
N2 -0.11216 -1.67420 -1.69384
H1 0.11508 1.51523 -1.33277
H2 -1.14920 1.52821 -0.08228
H3 0.54141 1.83853 0.37894
H4 1.17185 -0.44542 -0.49964
H5 0.84893 -0.98313 1.70205
H6 -0.72797 -1.24669 1.49740


Record 4
C3H6N2 | ωB97M-V with the def2-TZVPD basis set

Its SMILES is [NH3+]CC1=[N+]=C1. The value obtained for the gap between HOMO and LUMO is 11.832 eV. The energy relative to the best compared isomer or geometry (same formula, charge and spin) comes out at 24.35 kJ/mol. Its charge is +2.

CARTESIAN COORDINATES (ANGSTROEM)
C1 2.30425 0.43539 0.04775
C2 0.94995 0.10194 -0.10991
C3 -0.45173 0.48191 0.00622
N1 1.86217 -0.85501 0.09133
N2 -1.38516 -0.66546 -0.00819
H1 3.09092 1.17290 -0.16562
H2 -0.58829 1.07237 -0.82734
H3 -0.60602 1.24279 0.96504
H4 -1.74828 -0.93575 -0.92322
H5 -2.31626 -0.48797 0.53050
H6 -1.11154 -1.56312 0.39345


Record 5
C3H6N2O | ωB97M-V with the def2-TZVPD basis set

Its SMILES is N#C[C@@H](N)CO. The value obtained for the gap between HOMO and LUMO is 11.268 eV. The energy relative to the best compared isomer or geometry (same formula, charge and spin) comes out at 157.16 kJ/mol.

CARTESIAN COORDINATES (ANGSTROEM)
N1 -0.78597 -0.00957 -1.53928
C1 0.14165 -0.35580 -0.48210
C2 0.73858 0.85553 0.27850
O1 1.22680 0.39978 1.52038
C3 -0.51819 -1.09240 0.62998
N2 -1.09358 -1.36633 1.59828
H1 -1.06144 -0.84088 -2.05589
H2 -1.63371 0.38862 -1.14303
H3 0.96783 -0.93276 -0.91066
H4 1.57116 1.28734 -0.28826
H5 -0.02482 1.64152 0.39637
H6 0.47168 0.02496 1.99571


Record 6
C3H6N2O | ωB97M-V with the def2-TZVPD basis set

Its SMILES is C[C@]12NO[C@H]1N2. The value obtained for the gap between HOMO and LUMO is 10.029 eV. The energy relative to the best compared isomer or geometry (same formula, charge and spin) comes out at 533.81 kJ/mol.

CARTESIAN COORDINATES (ANGSTROEM)
C1 1.10192 -0.93303 0.50132
C2 0.05489 0.03147 0.03149
N1 0.49042 1.09575 -0.81908
N2 -1.29593 -0.50542 -0.08282
C3 -1.17637 0.81662 0.42856
O1 -1.04207 1.72290 -0.62164
H1 2.02311 -0.43948 0.81779
H2 1.34148 -1.64754 -0.30440
H3 0.68285 -1.50951 1.32486
H4 0.97841 0.71379 -1.66942
H5 -1.67308 -0.48859 -1.02323
H6 -1.48562 1.14305 1.41656


Record 7
C3H6N2O | ωB97M-V with the def2-TZVPD basis set

The value obtained for the gap between HOMO and LUMO is 10.450 eV. The energy relative to the best compared isomer or geometry (same formula, charge and spin) comes out at 378.93 kJ/mol.

CARTESIAN COORDINATES (ANGSTROEM)
O1 2.14648 -0.68779 1.10886
N1 1.53455 0.48121 0.65771
C1 0.45252 0.22859 0.06094
C2 -0.62699 1.09565 -0.53733
N2 -1.55639 0.04758 -0.06361
C3 -0.46417 -0.92941 -0.26485
H1 2.93870 -0.34918 1.54482
H2 -0.46640 1.00777 -1.63265
H3 -0.81778 2.12394 -0.22346
H4 -2.41094 -0.09465 -0.59587
H5 -0.28505 -1.09399 -1.34873
H6 -0.50064 -1.86182 0.30182


Record 8
C3H6N2O | ωB97M-V with the def2-TZVPD basis set

The value obtained for the gap between HOMO and LUMO is 7.708 eV. The energy relative to the best compared isomer or geometry (same formula, charge and spin) comes out at 827.90 kJ/mol.

CARTESIAN COORDINATES (ANGSTROEM)
C1 1.23731 -0.00408 -0.38262
C2 0.13986 0.95508 -0.14170
C3 -1.18428 0.23287 -0.11401
H1 3.05961 -1.04248 0.29609
H2 3.29062 0.78210 1.04759
H3 0.82478 -1.10329 -0.67543
H4 0.43652 1.89423 -0.00827
H5 -1.16779 -1.00723 0.37511
H6 -3.26401 -1.08026 -0.43022
N1 2.61895 -0.09985 0.02506
N2 -2.41510 0.70969 -0.12017
O1 -3.57647 -0.23678 0.12857


Record 9
C3H6N2O | ωB97M-V with the def2-TZVPD basis set

The value obtained for the gap between HOMO and LUMO (alpha / beta) is 7.268 / 7.263 eV. The energy relative to the best compared isomer or geometry (same formula, charge and spin) comes out at 461.73 kJ/mol.

CARTESIAN COORDINATES (ANGSTROEM)
N1 -0.10811 -0.11848 -1.69453
C1 -0.09603 0.40372 -0.44505
O1 -0.01642 1.66208 -0.33329
C2 -0.16605 -0.43632 0.74005
C3 0.30860 -1.67968 0.78980
N2 0.39389 2.04469 0.98683
H1 -0.15076 0.53144 -2.46684
H2 -0.54120 -1.02070 -1.80392
H3 -0.64835 0.03906 1.58947
H4 0.88902 -2.09801 -0.02630
H5 0.16937 -2.29878 1.66984
H6 -0.03395 2.97098 0.99394


Record 10
C3H6N2O | ωB97M-V with the def2-TZVPD basis set

Its SMILES is C=N/N=C\CO. The value obtained for the gap between HOMO and LUMO is 9.589 eV. The energy relative to the best compared isomer or geometry (same formula, charge and spin) comes out at 495.75 kJ/mol.

CARTESIAN COORDINATES (ANGSTROEM)
C1 -1.59204 -0.05914 0.35220
C2 -0.88922 1.02544 -0.02208
C3 2.33825 -0.24730 0.14268
H1 -0.22870 -1.34254 0.14022
H2 -1.59548 -0.18746 1.40634
H3 -2.69978 0.35288 0.29662
H4 -1.16112 2.12703 -0.26003
H5 2.86824 -1.25552 0.31834
H6 2.93046 0.75468 0.47881
N1 0.43212 0.99894 -0.27679
N2 1.09609 -0.30923 -0.09399
O1 -1.24413 -1.19889 -0.32772


Record 11
C3H6N2O | ωB97M-V with the def2-TZVPD basis set

Its SMILES is [H]/N=C\C#N.[H][H].C=O. The value obtained for the gap between HOMO and LUMO is 10.063 eV. The energy relative to the best compared isomer or geometry (same formula, charge and spin) comes out at 438.10 kJ/mol.

CARTESIAN COORDINATES (ANGSTROEM)
N1 -0.95619 -1.25626 0.50176
C1 -1.07535 -0.34839 -0.37837
C2 0.91183 1.37837 0.13504
O1 1.37264 1.11879 1.21794
C3 -0.51517 -0.45967 -1.71155
N2 -0.11975 -0.62994 -2.78570
H1 -0.31742 -1.99859 0.20319
H2 0.19464 -0.88270 1.84872
H3 -1.70571 0.51395 -0.16894
H4 1.34080 0.97045 -0.79687
H5 0.05317 2.06710 0.02754
H6 0.81651 -0.47310 1.90725


Record 12
C3H6N2O | ωB97M-V with the def2-TZVPD basis set

Its SMILES is O[C@H]1C=NNC1. The value obtained for the gap between HOMO and LUMO is 9.920 eV. The energy relative to the best compared isomer or geometry (same formula, charge and spin) comes out at 254.22 kJ/mol.

CARTESIAN COORDINATES (ANGSTROEM)
C1 0.43099 -0.53496 0.37675
C2 -0.23942 -0.16715 -1.00280
C3 -0.24480 0.50468 1.25055
H1 2.17172 -1.07970 0.06188
H2 0.17063 -1.56127 0.79637
H3 0.41878 0.54268 -1.62724
H4 -0.32309 -1.05935 -1.61814
H5 -1.64823 1.27984 -1.14754
H6 0.01947 0.65464 2.25837
N1 -1.44183 0.53146 -0.53019
N2 -1.12577 1.19880 0.68879
O1 1.81154 -0.30966 0.49320


Record 13
C3H6N2O | ωB97M-V with the def2-TZVPD basis set

Its SMILES is CN=C=O.C=N. The value obtained for the gap between HOMO and LUMO is 10.438 eV. The energy relative to the best compared isomer or geometry (same formula, charge and spin) comes out at 247.26 kJ/mol.

CARTESIAN COORDINATES (ANGSTROEM)
C1 1.19411 -1.61216 -0.21963
C2 0.58629 0.50478 -1.49640
C3 -1.33350 0.98337 1.39809
N1 1.10442 -0.56482 -1.23879
N2 -1.03194 1.16575 0.15948
O1 0.36446 1.51300 -2.04505
H1 2.16260 -1.87214 -0.07848
H2 0.70567 -2.43018 -0.72807
H3 -1.09836 0.05043 1.78206
H4 0.70474 -1.27670 0.64249
H5 -1.95871 1.60270 2.09722
H6 -1.39978 1.93595 -0.27292


Record 14
C3H6N2O | ωB97M-V with the def2-TZVPD basis set

Its SMILES is O/N=C/[C@@H]1CN1. The value obtained for the gap between HOMO and LUMO is 9.797 eV. The energy relative to the best compared isomer or geometry (same formula, charge and spin) comes out at 720.64 kJ/mol.

CARTESIAN COORDINATES (ANGSTROEM)
C1 0.47602 0.72565 -0.10301
C2 -0.95292 0.65042 -0.34513
C3 -1.68148 -0.13102 0.65564
H1 2.39618 0.79701 0.56395
H2 0.61277 1.87745 0.42676
H3 -1.26692 1.48426 -0.83646
H4 -2.71859 0.12038 1.05584
H5 -0.97777 -0.55012 1.55705
H6 -0.68343 -1.18571 -0.45824
N1 1.04755 -0.46679 -0.26723
N2 -1.52629 -0.64269 -0.45082
O1 2.36741 -0.28090 0.18405


Record 15
C3H6N2O | ωB97M-V with the def2-TZVPD basis set

Its SMILES is NC(=O)[C@H]1CN1. The value obtained for the gap between HOMO and LUMO is 10.434 eV. The energy relative to the best compared isomer or geometry (same formula, charge and spin) comes out at 143.00 kJ/mol.

CARTESIAN COORDINATES (ANGSTROEM)
N1 -0.89809 1.17671 -1.20747
C1 -0.61708 1.05663 0.12084
O1 -0.74376 1.96021 0.92327
C2 -0.15893 -0.29885 0.59816
C3 0.75395 -1.23490 -0.09741
N2 1.24889 -0.34608 0.95083
H1 -1.09292 2.10212 -1.55969
H2 -0.69651 0.44054 -1.86270
H3 -0.86350 -0.74445 1.29700
H4 1.09864 -1.01994 -1.10860
H5 0.62377 -2.29891 0.09014
H6 1.34554 -0.79307 1.85562


Record 16
C3H6N2O | ωB97M-V with the def2-TZVPD basis set

The value obtained for the gap between HOMO and LUMO is 10.622 eV. The energy relative to the best compared isomer or geometry (same formula, charge and spin) comes out at 181.50 kJ/mol.

CARTESIAN COORDINATES (ANGSTROEM)
N1 1.66233 -0.30844 0.35701
C1 0.52329 0.06603 -0.45913
C2 -0.62019 -0.93293 -0.72781
O1 -1.58484 -0.00952 -0.15389
C3 -0.57899 0.84299 0.22633
N2 -0.59210 1.85950 0.96020
H1 1.62035 0.17426 1.24839
H2 1.68643 -1.30467 0.53528
H3 0.85430 0.56310 -1.37866
H4 -0.86236 -1.15573 -1.76913
H5 -0.57413 -1.85327 -0.13677
H6 -1.53411 2.05867 1.29817


Record 17
C3H6N2O | ωB97M-V with the def2-TZVPD basis set

The value obtained for the gap between HOMO and LUMO is 8.047 eV. The energy relative to the best compared isomer or geometry (same formula, charge and spin) comes out at 532.78 kJ/mol.

CARTESIAN COORDINATES (ANGSTROEM)
C1 -0.11093 0.01127 0.68126
N1 1.29923 -0.11792 0.83646
C2 -0.37458 0.23677 -1.91695
O1 -0.68124 1.18974 1.15794
N2 -1.26111 -1.19602 -0.00167
C3 -0.61896 -0.29511 -0.71860
H1 -0.46998 1.26815 2.09705
H2 -0.59449 -0.98212 1.23271
H3 1.58479 -0.83896 1.48303
H4 1.78862 -0.20219 -0.04412
H5 -0.78878 -0.20203 -2.81156
H6 0.22743 1.12843 -1.99555


Record 18
C3H6N2O | ωB97M-V with the def2-TZVPD basis set

Its SMILES is c1c[nH]cn1.O. The value obtained for the gap between HOMO and LUMO is 8.925 eV. The energy relative to the best compared isomer or geometry (same formula, charge and spin) comes out at 115.00 kJ/mol.

CARTESIAN COORDINATES (ANGSTROEM)
O1 -1.39509 4.36622 0.07086
H1 -1.50163 5.00172 0.81453
H2 -1.42218 4.92495 -0.73867
N1 -0.15029 -1.34318 -0.01052
C1 0.00000 0.00000 0.00000
C2 -1.47530 -1.48642 0.33952
C3 -2.05734 -0.23863 0.59339
N2 -1.04438 0.68967 0.42517
H3 0.88958 0.62314 -0.09185
H4 -1.81840 -2.51881 0.40708
H5 -3.05272 0.16569 0.77735
H6 -1.09467 1.70456 0.54339


Record 19
C3H6N2O | ωB97M-V with the def2-TZVPD basis set

Its SMILES is O/N=C\N1CC1. The value obtained for the gap between HOMO and LUMO is 10.204 eV. The energy relative to the best compared isomer or geometry (same formula, charge and spin) comes out at 392.82 kJ/mol.

CARTESIAN COORDINATES (ANGSTROEM)
C1 -0.71654 -1.02201 -0.21692
C2 0.85342 0.97419 -0.04153
C3 1.54434 -0.36078 0.11449
H1 -3.08254 0.76973 -0.03892
H2 -0.51997 -2.05634 -0.13954
H3 0.29477 1.34341 0.87089
H4 1.23501 1.82429 -0.62443
H5 2.56989 -0.52877 -0.31809
H6 1.47971 -0.72656 1.15615
N1 -1.88876 -0.67426 0.11199
N2 0.35765 -0.26609 -0.71144
O1 -2.12699 0.72319 -0.16266


Record 20
C3H6N2O | ωB97M-V with the def2-TZVPD basis set

Its SMILES is O=NC1CNC1. The value obtained for the gap between HOMO and LUMO is 9.225 eV. The energy relative to the best compared isomer or geometry (same formula, charge and spin) comes out at 406.22 kJ/mol.

CARTESIAN COORDINATES (ANGSTROEM)
O1 -1.02179 1.28790 2.27446
N1 -1.09902 0.50512 1.36329
C1 0.16683 0.33591 0.62774
C2 0.37233 -1.10446 0.11675
N2 0.43438 -0.61999 -1.27462
C3 -0.01198 0.72064 -0.85919
H1 0.98857 0.81540 1.16571
H2 -0.49163 -1.74069 0.35138
H3 1.28879 -1.60505 0.44563
H4 -0.20251 -1.09266 -1.90582
H5 -1.05588 0.96339 -1.09776
H6 0.63192 1.53449 -1.20757